1.
C20H30FN2O6PS | ωB97M-V/def2-TZVPD

Last column: natural (NBO) charge in e.
Atoms and positions in Å:
1 C -2.0746 0.7007 2.7859  -0.643
2 C -1.5300 -0.7227 2.2810  -0.222
3 N -2.4910 -1.5143 1.4514  -0.673
4 C -2.5028 -1.0129 0.0726  0.230
5 C -1.4403 -1.6578 -0.9052  -0.053
6 C -0.4767 -2.8124 -0.3781  -0.459
7 C 1.0924 -2.5031 -0.5166  -0.399
8 C 1.6163 -1.2550 0.3443  -0.414
9 C 3.2186 -1.1464 0.4588  -0.432
10 C 3.5447 0.3665 0.9731  -0.067
11 O 4.1954 1.0416 -0.1401  -0.566
12 C 3.3969 2.1288 -0.6627  -0.268
13 C -1.4285 -1.1247 -2.3775  0.207
14 N -0.5226 -1.6636 -3.4090  -0.814
15 C -2.4073 0.0136 -2.8697  -0.216
16 C -3.4184 0.5995 -1.8675  -0.108
17 C -3.5044 0.0863 -0.3733  -0.122
18 C -4.6162 0.7470 0.5290  0.534
19 O -4.9612 0.3355 1.6830  -0.574
20 C -5.4595 2.0189 -0.0051  -0.514
21 P -6.6737 3.0008 1.0682  1.705
22 O -8.2879 2.8944 0.4476  -0.930
23 O -6.7355 2.4880 2.6883  -0.926
24 S -6.2751 4.9206 1.1095  -0.522
25 C -5.3410 2.4549 -1.3684  0.419
26 F -6.1209 3.5706 -1.8087  -0.300
27 C -4.4060 1.7261 -2.4260  0.478
28 O -4.5138 2.0378 -3.6338  -0.475
29 H -3.0600 0.6346 3.3666  0.231
30 H -1.2527 1.1762 3.4280  0.218
31 H -2.1775 1.3839 1.8582  0.209
32 H -0.6275 -0.4957 1.5933  0.207
33 H -1.1933 -1.3649 3.1649  0.202
34 H -3.4303 -1.5727 1.8656  0.401
35 H -0.6826 -3.7362 -1.0486  0.225
36 H -0.6865 -3.1342 0.6958  0.261
37 H 1.6418 -3.4379 -0.1062  0.213
38 H 1.4630 -2.3578 -1.5876  0.197
39 H 1.1176 -0.3111 -0.0700  0.206
40 H 1.2318 -1.4171 1.4256  0.203
41 H 3.5457 -1.8416 1.3206  0.205
42 H 3.7832 -1.4153 -0.4938  0.226
43 H 4.1582 0.3550 1.9446  0.190
44 H 2.5378 0.8698 1.2465  0.175
45 H 2.7102 1.8344 -1.5291  0.179
46 H 2.7663 2.6790 0.1142  0.180
47 H 4.1445 2.9102 -1.0768  0.197
48 H 0.0197 -2.4675 -3.0615  0.377
49 H -1.1548 -2.0716 -4.1305  0.382
50 H -2.3823 0.3980 -3.9385  0.263
51 H -8.5763 1.9522 0.4648  0.482
52 H -7.0345 1.5413 2.7255  0.497
53 C 8.1676 -0.6000 -1.0170  -0.635
54 C 7.9690 -1.0413 0.4196  -0.058
55 O 7.6156 0.0715 1.2309  -0.725
56 H 8.9506 0.1601 -1.0797  0.213
57 H 8.4453 -1.4460 -1.6507  0.208
58 H 7.2528 -0.1492 -1.4129  0.203
59 H 8.8905 -1.4708 0.8183  0.176
60 H 7.1775 -1.7946 0.4910  0.151
61 H 6.7926 0.4408 0.8780  0.468

Computed properties:
Frontier orbital gap ... 0.2432 hartree
SMILES ... CCNc1c(CCCCCOC)c(N)cc2c1C(=O)C(P(O)(O)=S)=C(F)C2=O.CCO

=====

2.
C20H30FN3O3S | ωB97M-V/def2-TZVPD

Last column: natural (NBO) charge in e.
Atoms and positions in Å:
1 C -2.6807 -2.1757 1.7008  -0.616
2 H -2.7018 -1.1269 1.9884  0.209
3 H -2.2304 -2.7569 2.5011  0.215
4 H -3.7028 -2.5239 1.5670  0.234
5 C -1.9258 -2.3540 0.3815  -0.134
6 N -0.6519 -1.6377 0.3418  -0.460
7 C 0.0578 -1.9514 -0.8930  -0.219
8 C 1.2995 -1.0728 -1.0194  -0.240
9 N 2.1324 -1.2935 0.1332  -0.681
10 S 3.7480 -0.9918 -0.0117  2.352
11 O 4.3796 -1.3673 1.2122  -0.921
12 O 4.1784 -1.5952 -1.2368  -0.939
13 C 3.9041 0.7935 -0.2462  -0.423
14 C 3.7156 1.6908 0.7882  0.423
15 C 3.8468 3.0557 0.5894  -0.282
16 C 4.1712 3.5211 -0.6736  -0.169
17 C 4.3590 2.6325 -1.7211  -0.230
18 C 4.2263 1.2714 -1.5032  -0.157
19 H 4.3804 0.5492 -2.2891  0.250
20 H 4.6136 2.9989 -2.7032  0.224
21 H 4.2794 4.5823 -0.8372  0.222
22 H 3.6987 3.7283 1.4194  0.236
23 F 3.3829 1.2480 2.0125  -0.312
24 C 1.4581 -1.0117 1.3735  -0.232
25 C 0.2225 -1.9038 1.4762  -0.227
26 H -0.3015 -1.6636 2.4005  0.214
27 H 0.5401 -2.9585 1.5039  0.178
28 H 2.1597 -1.2140 2.1819  0.246
29 H 1.1413 0.0411 1.4177  0.183
30 H 1.8792 -1.3476 -1.9001  0.241
31 H 0.9993 -0.0148 -1.0913  0.181
32 H -0.6061 -1.7738 -1.7411  0.219
33 H 0.3709 -3.0081 -0.9103  0.182
34 H -1.7932 -3.4332 0.1926  0.198
35 C -2.8426 -1.7982 -0.7179  0.686
36 O -3.5853 -2.4966 -1.3742  -0.630
37 N -2.7611 -0.4602 -0.8297  -0.641
38 H -2.0735 0.0061 -0.2580  0.415
39 C -3.5752 0.3154 -1.7315  -0.218
40 H -4.0730 -0.4017 -2.3893  0.233
41 C -4.6309 1.1635 -1.0065  -0.217
42 C -3.9926 2.2050 -0.0855  -0.403
43 C -5.0688 3.0612 0.5770  -0.392
44 C -6.0332 2.1847 1.3704  -0.395
45 C -6.6667 1.1340 0.4635  -0.393
46 C -5.5900 0.2843 -0.2042  -0.404
47 H -6.0484 -0.4554 -0.8625  0.218
48 H -5.0291 -0.2571 0.5601  0.196
49 H -7.3349 0.4953 1.0443  0.208
50 H -7.2641 1.6318 -0.3039  0.192
51 H -6.8101 2.8036 1.8239  0.207
52 H -5.4900 1.6864 2.1769  0.191
53 H -4.6038 3.7967 1.2372  0.206
54 H -5.6229 3.6051 -0.1914  0.194
55 H -3.3117 2.8407 -0.6571  0.204
56 H -3.4142 1.7007 0.6919  0.189
57 H -5.2033 1.6904 -1.7783  0.200
58 H -2.9301 0.9647 -2.3338  0.190

Computed properties:
Frontier orbital gap ... 0.3590 hartree
SMILES ... C[C@@H](C(=O)NCC1CCCCC1)N1CCN(S(=O)(=O)c2ccccc2F)CC1

=====

3.
C20H30FN3OS | ωB97M-V/def2-TZVPD

Last column: natural (NBO) charge in e.
Atoms and positions in Å:
1 C 0.2932 -0.7208 -3.7824  -0.613
2 C 0.2451 -2.1362 -4.3425  -0.398
3 H 0.7303 -2.1614 -5.3200  0.205
4 C 0.9412 -3.1495 -3.4342  -0.054
5 N 0.2967 -3.1750 -2.1351  -0.629
6 C 0.9694 -3.3165 -0.9884  0.663
7 O 2.1771 -3.4233 -0.8989  -0.644
8 C 0.0710 -3.3135 0.2635  -0.308
9 N -0.0816 -1.9786 0.7951  -0.598
10 C -1.0479 -1.1241 0.3861  0.342
11 N -1.1169 0.0845 0.9984  -0.424
12 C -1.9913 1.1048 0.4557  -0.257
13 C -1.2788 2.3659 0.0546  -0.123
14 C -0.1388 2.3372 -0.7429  0.402
15 C 0.5121 3.4855 -1.1507  -0.276
16 C 0.0124 4.7157 -0.7607  -0.195
17 C -1.1241 4.7781 0.0273  -0.243
18 C -1.7591 3.6153 0.4276  -0.138
19 H -2.6491 3.6726 1.0376  0.206
20 H -1.5181 5.7353 0.3328  0.217
21 H 0.5100 5.6205 -1.0732  0.219
22 H 1.3934 3.4014 -1.7667  0.232
23 F 0.3714 1.1469 -1.1232  -0.326
24 H -2.4569 0.6623 -0.4351  0.276
25 H -2.7926 1.3405 1.1619  0.207
26 C -0.3866 0.3413 2.2350  -0.045
27 C -1.1772 1.2082 3.2180  -0.404
28 C -0.4276 1.2742 4.5475  -0.394
29 C 0.9693 1.8557 4.3516  -0.400
30 C 1.7527 1.0359 3.3309  -0.386
31 C 0.9925 0.9779 2.0093  -0.424
32 H 0.8655 1.9925 1.6275  0.212
33 H 1.5622 0.4152 1.2664  0.211
34 H 2.7359 1.4814 3.1700  0.214
35 H 1.9037 0.0238 3.7142  0.192
36 H 1.5012 1.8707 5.3044  0.211
37 H 0.8857 2.8860 3.9979  0.196
38 H -0.9904 1.8896 5.2518  0.212
39 H -0.3481 0.2707 4.9719  0.196
40 H -2.1691 0.7802 3.3771  0.215
41 H -1.2884 2.2189 2.8230  0.205
42 H -0.2468 -0.6340 2.7198  0.208
43 S -2.1667 -1.5948 -0.7557  -0.314
44 H 0.7646 -1.5891 1.1817  0.404
45 H -0.9188 -3.7116 0.0336  0.238
46 H 0.5509 -3.9268 1.0301  0.221
47 H -0.7019 -3.0076 -2.1020  0.425
48 C 0.9209 -4.5519 -4.0456  -0.605
49 H 1.4212 -5.2516 -3.3811  0.218
50 H -0.1044 -4.8831 -4.1966  0.200
51 H 1.4340 -4.5533 -5.0034  0.207
52 H 1.9812 -2.8498 -3.2608  0.218
53 H -0.7963 -2.4388 -4.4774  0.194
54 H -0.2485 -0.6616 -2.8430  0.223
55 H 1.3207 -0.4143 -3.6017  0.202
56 H -0.1598 -0.0212 -4.4807  0.207

Computed properties:
Relative energy (zero: lowest compared OMol25 entry of this formula, charge and spin) ... 3.1 kcal/mol
Frontier orbital gap ... 0.3250 hartree
SMILES ... CC[C@H](C)NC(=O)CNC(=S)N(Cc1ccccc1F)C1CCCCC1

=====

4.
C20H30FNO13P2S | ωB97M-V/def2-TZVPD

Last column: natural (NBO) charge in e.
Atoms and positions in Å:
1 O -0.8422 1.2887 3.4197  -1.040
2 P -0.7675 0.7920 1.8870  2.388
3 O -2.2414 -0.1764 1.6721  -0.731
4 C -2.2198 -0.8707 0.3755  -0.114
5 C -3.7578 -0.8576 -0.2723  -0.486
6 C -4.3457 -2.3674 -0.5692  0.036
7 F -5.7371 -2.3942 -0.0581  -0.383
8 O -0.7746 2.2600 0.9271  -1.008
9 P -2.3615 2.6247 0.3107  1.020
10 S -3.7580 2.7781 1.6560  -0.479
11 O 0.6965 -0.1426 1.7631  -0.724
12 C 1.1589 -0.2651 0.3595  0.162
13 C 0.9820 -1.6768 -0.4316  -0.203
14 C 1.5659 -1.5466 -1.9446  -0.271
15 C 2.2018 -0.1600 -2.4378  0.009
16 N 2.4286 1.1365 -1.7407  -0.377
17 C 1.8759 0.9695 -0.3685  -0.020
18 H -1.5517 -0.2756 -0.4138  0.187
19 H -1.7559 -1.9439 0.4409  0.200
20 H -4.4184 -0.2444 0.5052  0.274
21 H -3.7304 -0.2099 -1.2748  0.211
22 H -4.2405 -2.5596 -1.7191  0.196
23 H -3.7010 -3.1238 0.0795  0.180
24 H -2.2428 3.9151 -0.3814  0.021
25 H -2.6618 1.6624 -0.7513  -0.021
26 H 0.4651 -2.6025 0.0629  0.260
27 H 1.5179 -2.4720 -2.6741  0.255
28 H 2.5682 -0.1497 -3.5765  0.219
29 H 1.9927 1.9495 0.3075  0.234
30 C -1.8009 0.7006 5.7948  -0.625
31 C -2.5581 0.0852 6.9646  0.058
32 C -3.1270 -1.2799 6.7115  -0.095
33 O -4.1204 -1.3800 7.7209  -0.492
34 C -4.5770 -0.1030 7.9145  0.964
35 O -5.6145 0.1774 8.5027  -0.582
36 O -3.7198 0.8137 7.3513  -0.486
37 H -1.5609 1.7496 6.0009  0.231
38 H -0.8551 0.1701 5.6367  0.226
39 H -2.3634 0.6736 4.8555  0.241
40 H -1.8717 0.0662 7.8201  0.172
41 H -2.3812 -2.0723 6.8121  0.200
42 H -3.6318 -1.3864 5.7466  0.184
43 C 2.7851 -5.6456 -5.9479  -0.629
44 C 1.3262 -5.4624 -5.5496  0.062
45 C 0.5957 -4.3737 -6.2792  -0.098
46 O -0.5051 -4.1252 -5.4177  -0.481
47 C -0.0447 -4.3757 -4.1521  0.966
48 O -0.6116 -4.0157 -3.1274  -0.588
49 O 1.1400 -5.0737 -4.1916  -0.488
50 H 3.2863 -6.3398 -5.2642  0.235
51 H 2.8505 -6.0697 -6.9562  0.227
52 H 3.3550 -4.7105 -5.9381  0.218
53 H 0.8274 -6.4284 -5.6953  0.185
54 H 0.2581 -4.6844 -7.2710  0.210
55 H 1.1551 -3.4378 -6.3705  0.186
56 C 5.5164 6.5964 -0.5302  -0.628
57 C 4.1665 5.9527 -0.8201  0.063
58 C 3.8934 4.6772 -0.0785  -0.099
59 O 2.8620 4.0936 -0.8603  -0.494
60 C 3.1054 4.4948 -2.1474  0.968
61 O 2.5989 3.9814 -3.1379  -0.567
62 O 3.9992 5.5400 -2.1734  -0.487
63 H 5.7048 7.4237 -1.2234  0.232
64 H 5.5280 7.0073 0.4857  0.224
65 H 6.3550 5.8980 -0.6208  0.217
66 H 3.3966 6.7019 -0.5984  0.181
67 H 3.5607 4.8498 0.9480  0.207
68 H 4.7312 3.9735 -0.0677  0.187

Computed properties:
Relative energy (zero: lowest compared OMol25 entry of this formula, charge and spin) ... 252.4 kcal/mol
Frontier orbital gap ... 0.3111 hartree
SMILES ... O=[P@@](OCCCF)(O[PH2]=S)Oc1cccnc1.C[C@@H]1COC(=O)O1.C[C@@H]1COC(=O)O1.C[C@@H]1COC(=O)O1